[1]
ORCA calculation (ωB97M-V with the def2-TZVPD basis set) on a cluster of 2 separate species, C6H16N2 in total in a non-equilibrium geometry.

The geometry in XYZ format:
```
24
Properties=species:S:1:pos:R:3:forces:R:3
N -2.348 -0.842 1.124 0.75 -1.79 0.73
C -1.011 -0.795 0.480 -2.31 -0.82 1.28
C -1.215 0.101 -0.761 2.38 -1.65 1.47
C -1.674 1.338 -0.212 -4.54 2.35 -0.60
C 0.109 0.338 -1.402 -2.25 -1.06 -3.49
C -0.476 -2.192 0.129 2.03 2.94 -1.23
N 2.055 1.499 0.001 1.35 1.50 -0.66
C 2.717 0.609 0.895 0.94 -0.38 0.02
H 0.578 -1.873 -0.206 -1.17 -1.54 0.38
H -2.279 -1.601 1.872 -0.14 1.15 -0.98
H -0.468 -0.191 1.227 0.74 -0.49 -0.12
H -1.927 -0.528 -1.324 0.28 0.65 -0.67
H -1.821 2.094 -1.003 0.06 0.00 0.48
H -2.676 1.155 0.287 1.17 0.62 -0.59
H -1.023 1.688 0.534 0.99 0.73 0.94
H 0.906 0.955 -0.783 1.12 0.91 0.88
H 0.554 -0.608 -1.593 1.16 -0.55 -0.28
H -0.001 0.916 -2.372 0.57 -0.04 1.23
H -0.424 -2.902 0.910 -0.03 -0.63 0.81
H -1.034 -2.523 -0.738 0.03 -0.48 -0.04
H 2.734 2.233 -0.477 -1.82 -1.85 0.58
H 2.147 0.647 1.846 0.07 -0.59 -0.43
H 2.804 -0.444 0.456 -0.46 1.13 0.66
H 3.774 0.925 1.108 -0.89 -0.12 -0.37
```
Positions in Å, forces in eV/Å.

2S+1	2
total charge	+1
orbital gap (spin up / spin down)	4.7451 / 5.8765	eV
<S²>	1.567
energy relative to the best compared isomer or geometry (same formula, charge and spin)	638.6	kJ/mol

Here are the natural (NBO) charges for atoms 1 to 5, given in e: N -0.395; C -0.108; C -0.291; C -0.629; C -0.413

=====

[2]
ORCA calculation (ωB97M-V with the def2-TZVPD basis set) on the ion C6H16N2 with charge +1 in a non-equilibrium geometry.

The geometry in XYZ format:
```
24
Properties=species:S:1:pos:R:3:forces:R:3
C -1.298 -1.273 0.491 1.23 -0.18 0.03
N 0.112 -1.007 0.181 -1.16 2.06 -0.46
C 0.614 -0.769 -1.142 0.58 -0.75 -0.27
C 2.027 -0.207 -1.168 0.92 -0.06 0.12
C 2.224 1.292 -1.541 -0.18 -0.96 -0.25
N 2.672 2.154 -0.472 -0.31 0.11 0.57
C -1.949 0.005 1.037 -0.62 0.16 0.21
C -3.112 -0.333 1.983 0.71 -0.32 0.08
H -1.779 -1.629 -0.407 -0.15 -0.40 -0.09
H -1.227 -2.044 1.270 -0.47 -0.02 -0.07
H 0.529 -0.359 0.857 0.34 -0.68 0.29
H -0.097 -0.167 -1.735 -0.17 0.09 0.40
H 0.584 -1.732 -1.669 -0.09 -0.12 0.03
H 2.554 -0.393 -0.230 -0.37 0.07 0.48
H 2.653 -0.845 -1.793 -0.33 0.13 -0.53
H 2.923 1.292 -2.378 0.09 0.26 0.07
H 1.276 1.654 -1.931 -0.06 0.27 -0.15
H 3.081 1.675 0.326 0.10 0.04 -0.37
H 1.925 2.736 -0.119 0.09 0.11 -0.03
H -1.209 0.614 1.556 0.07 0.04 0.10
H -2.353 0.602 0.212 0.36 -0.06 -0.02
H -3.942 -0.725 1.410 -0.28 -0.07 0.05
H -3.414 0.540 2.546 -0.19 0.22 -0.09
H -2.795 -1.082 2.717 -0.12 0.05 -0.10
```
Positions in Å, forces in eV/Å.

2S+1	2
total charge	+1
orbital gap (spin up / spin down)	9.9409 / 5.1194	eV
<S²>	0.754
energy relative to the best compared isomer or geometry (same formula, charge and spin)	73.2	kJ/mol

Here are the natural (NBO) charges for atoms 1 to 5, given in e: C -0.261; N -0.107; C -0.296; C -0.455; C -0.214

=====

[3]
ORCA calculation (ωB97M-V with the def2-TZVPD basis set) on the ion C6H16N2 with charge +1 in a non-equilibrium geometry.

The geometry in XYZ format:
```
24
Properties=species:S:1:pos:R:3:forces:R:3
C -1.306 1.568 1.812 -1.55 -0.90 2.57
C 0.018 0.857 2.076 0.78 -0.43 3.15
N 0.765 0.455 0.874 -2.65 0.04 -1.66
C 2.053 1.000 0.518 0.28 1.26 3.14
C -0.066 0.135 -0.323 1.77 -4.31 3.68
C 0.745 -1.168 -1.092 -0.32 0.25 0.06
N -0.279 -2.171 -1.273 0.25 -2.47 -1.96
C -1.258 -1.725 -2.332 -1.14 0.36 0.21
H -1.357 2.229 1.033 0.47 1.43 -2.55
H -2.165 0.819 1.650 1.21 1.31 0.69
H -1.487 2.317 2.667 -0.05 -1.74 -0.75
H 0.724 1.462 2.763 -0.95 -0.71 -1.44
H -0.304 0.004 2.863 1.16 1.06 -2.24
H 1.763 2.004 0.010 1.28 -1.56 0.55
H 2.548 1.141 1.564 -0.42 0.38 -2.10
H 2.680 0.264 0.003 -0.41 0.56 -0.50
H -0.035 0.921 -0.970 -0.09 2.23 -1.76
H -1.073 -0.163 0.036 0.80 0.11 -0.66
H 0.960 -0.616 -2.044 0.54 -0.84 0.45
H 1.727 -1.599 -0.593 -2.27 1.16 -0.77
H 0.054 -3.252 -1.529 -0.74 4.06 0.98
H -2.219 -2.424 -2.277 2.48 1.21 -0.98
H -0.774 -1.327 -3.309 -0.62 -2.01 0.85
H -1.713 -0.731 -2.127 0.19 -0.45 1.05
```
Positions in Å, forces in eV/Å.

2S+1	2
total charge	+1
orbital gap (spin up / spin down)	10.1974 / 5.8974	eV
<S²>	0.756
energy relative to the best compared isomer or geometry (same formula, charge and spin)	308.8	kJ/mol

Here are the natural (NBO) charges for atoms 1 to 5, given in e: C -0.643; C -0.290; N -0.031; C -0.462; C -0.251